# C42H112N12O14

A cluster of 10 separate species, C42H112N12O14 in total at a distorted geometry (the ωB97M-V functional and the def2-TZVPD basis, the OMol25 dataset).

ORCA input file:
```
! wB97M-V def2-TZVPD RIJCOSX def2/J DEFGRID3
* xyz 0 1
C -5.49268 5.60412 -2.13493
O -4.58280 6.63351 -2.38458
C -3.29844 6.16258 -2.74157
C -2.32705 7.31026 -2.56668
C -0.92660 6.74861 -2.90836
N -2.39091 7.77648 -1.09707
H -5.20382 4.72365 -1.56096
H -5.70702 5.04635 -3.04656
H -6.38477 6.07080 -1.71723
H -2.98992 5.28834 -2.16830
H -3.37231 5.80008 -3.76687
H -2.49470 8.18836 -3.19032
H -0.62706 5.88012 -2.32175
H -0.08856 7.42667 -2.74708
H -0.99101 6.46087 -3.95772
H -2.29466 6.93597 -0.54537
H -3.33619 8.12408 -1.02144
C 1.74770 -8.62522 -3.10160
O 0.41549 -8.30437 -3.52770
C -0.15586 -7.27232 -2.78542
C 0.05306 -5.84345 -3.43656
C -0.20173 -4.71004 -2.43225
N -0.81096 -5.62153 -4.57394
H 1.87229 -9.53568 -3.68782
H 2.09947 -8.67388 -2.07107
H 2.37304 -7.82157 -3.49044
H -1.22889 -7.42403 -2.66833
H 0.28599 -7.22284 -1.79022
H 1.04384 -5.62961 -3.83749
H 0.69528 -4.76787 -1.81571
H -0.98910 -5.10734 -1.79170
H -0.33051 -3.71006 -2.84643
H -0.66679 -6.40664 -5.19273
H -1.77565 -5.67487 -4.27964
C -0.36189 3.76712 -6.13882
O 0.49595 2.76339 -5.69144
C 1.65108 2.48949 -6.40906
C 2.32727 1.13601 -5.90878
C 2.97388 1.37629 -4.57985
N 3.46762 0.94825 -6.80956
H -1.19550 3.23815 -6.60074
H 0.00792 4.32690 -6.99789
H -0.89552 4.31698 -5.36358
H 1.31737 2.28887 -7.42713
H 2.33632 3.32993 -6.51953
H 1.51648 0.42190 -5.76466
H 3.69236 2.19303 -4.64936
H 3.62948 0.60977 -4.16665
H 2.15064 1.64152 -3.91650
H 3.22581 0.50403 -7.68379
H 4.08260 1.71607 -7.03830
C -2.74583 -1.81664 6.25252
O -2.96670 -0.34343 6.42313
C -1.79299 0.54912 6.22582
C -1.54904 1.49780 7.47797
C -1.60707 0.59968 8.83758
N -2.65693 2.39884 7.54638
H -2.23743 -2.04126 5.31487
H -3.73300 -2.27078 6.33817
H -2.15433 -2.23720 7.06576
H -0.88817 -0.05140 6.13222
H -1.91406 1.16866 5.33720
H -0.57275 1.97421 7.38862
H -0.56720 0.50311 9.14974
H -2.01585 -0.40781 8.76038
H -2.09999 1.15925 9.63257
H -3.43925 1.76108 7.58302
H -2.60102 2.78412 8.47833
C 8.80547 3.20356 -7.75891
O 7.82535 2.14243 -7.85119
C 7.93048 1.06684 -6.88345
C 6.88153 1.19080 -5.76812
N 7.51567 1.88052 -4.65712
C 6.65767 1.98581 -3.52711
C 7.04124 2.70504 -2.27978
O 5.94277 2.87341 -1.31580
C 5.08613 3.94398 -1.56132
H 8.94046 3.64780 -8.74508
H 9.79527 2.95655 -7.37497
H 8.51060 4.07185 -7.16964
H 8.90395 0.85141 -6.44293
H 7.67176 0.15010 -7.41330
H 6.66470 0.20683 -5.35235
H 5.88272 1.50851 -6.06736
H 7.84748 2.79051 -4.94333
H 6.25516 0.98975 -3.34285
H 5.75597 2.48000 -3.88880
H 7.32896 3.72121 -2.54941
H 7.92874 2.32475 -1.77399
H 4.12215 3.46664 -1.73734
H 5.37827 4.64194 -2.34593
H 4.78549 4.62847 -0.76811
C 2.05484 -2.18945 -0.74223
O 0.87029 -1.91678 -1.46800
C 1.11045 -0.75134 -2.18755
C -0.13477 -0.20663 -2.84818
N -1.22429 -0.15997 -1.91249
C -2.37829 0.54362 -2.55365
C -3.56192 0.78118 -1.56404
O -4.26677 -0.40479 -1.09655
C -3.77153 -0.89253 0.17653
H 2.32408 -1.40145 -0.03890
H 3.02053 -2.25480 -1.24350
H 1.81895 -2.97893 -0.02868
H 1.90061 -0.95416 -2.91048
H 1.45398 0.00441 -1.48120
H -0.25508 -0.98630 -3.60032
H 0.02433 0.75534 -3.33543
H -1.53702 -1.09082 -1.67624
H -2.61917 -0.17998 -3.33242
H -2.17123 1.40403 -3.18998
H -4.38984 1.41039 -1.89075
H -3.21107 1.25818 -0.64891
H -3.91277 -0.20027 1.00654
H -2.73858 -1.23809 0.21786
H -4.31992 -1.78705 0.47184
C -7.11123 -11.25221 7.66258
O -7.24225 -9.80071 7.50458
C -6.55215 -9.15472 8.49351
C -6.52118 -7.64506 8.18212
N -5.87486 -7.35022 6.91630
C -5.85607 -5.89880 6.71403
C -5.30219 -5.56113 5.34530
O -5.49507 -4.20706 5.05707
C -4.89898 -3.72896 3.92415
H -7.44221 -11.73920 8.57986
H -6.07552 -11.57797 7.56626
H -7.66789 -11.73036 6.85659
H -5.58336 -9.62650 8.65776
H -7.02000 -9.27103 9.47110
H -6.05713 -7.21696 9.07066
H -7.54112 -7.26079 8.16954
H -4.90781 -7.33683 7.20741
H -5.11383 -5.47753 7.39205
H -6.84245 -5.47621 6.90526
H -5.92554 -6.08420 4.62009
H -4.27745 -5.92090 5.25271
H -5.12886 -2.67683 3.75595
H -5.32385 -4.26485 3.07538
H -3.81257 -3.76361 4.00548
C 1.03452 3.11330 -1.34219
O -0.06185 3.83840 -0.84668
C -0.19796 3.98978 0.53994
C -0.79708 2.72854 1.44141
N -0.19710 1.41825 1.26405
C -0.88955 0.42934 2.09673
C -0.45427 -1.09702 1.72398
O -1.38901 -2.16425 2.23448
C -1.06205 -3.52077 1.79881
H 1.12691 2.19196 -0.76713
H 1.90571 3.76657 -1.39096
H 0.77668 2.84172 -2.36583
H -0.87702 4.84172 0.57442
H 0.79882 4.34297 0.80410
H -1.81703 2.78462 1.06107
H -0.86318 2.93736 2.50918
H -0.33195 1.18840 0.28984
H -1.95514 0.39951 1.86926
H -0.85894 0.49876 3.18408
H 0.48779 -1.28263 2.23992
H -0.33220 -1.24943 0.65162
H -0.26443 -3.92556 2.42174
H -0.75681 -3.58892 0.75464
H -1.98861 -4.09484 1.80178
N 3.80899 6.21871 1.30187
C 4.85671 6.33201 2.09517
N 5.02348 5.42951 3.06590
O 5.66277 7.28320 1.97576
H 3.15370 5.46361 1.44512
H 3.57465 6.91086 0.60466
H 4.30698 4.72230 3.14696
H 5.88121 5.39225 3.59788
N 2.35537 2.40734 1.67520
C 3.13846 2.99439 2.50871
N 4.27975 2.32961 2.45099
O 2.86771 3.83800 3.34564
H 2.62121 1.46232 1.43777
H 1.37924 2.60962 1.83751
H 4.92420 2.43948 3.22088
H 4.36061 1.68453 1.67805
*
```

Gap between HOMO and LUMO   8.8 eV
Maximum force   4.90 eV Å⁻¹
Highest occupied orbital energy   -8.768 eV
SMILES   COC[C@H](C)N.COC[C@H](C)N.COC[C@H](C)N.COC[C@H](C)N.COCCNCCOC.COCCNCCOC.COCCNCCOC.COCCNCCOC.NC(N)=O.NC(N)=O
Energy relative to the best compared isomer or geometry (same formula, charge and spin)   786.0 kJ/mol